(1)
Computed, not measured: a 10-piece molecular cluster, C24H70N2O18 overall at a distorted geometry, with wB97M-V/def2-TZVPD.

Its HOMO energy is -9.31 eV. The electronic energy is -2420.00275 Ha. The SMILES is COC[C@H](C)N.COC[C@H](C)N.OCCO.OCCO.OCCO.OCCO.OCCO.OCCO.OCCO.OCCO. Its gap between HOMO and LUMO is 9.549 eV.

Bonds (Å) are listed after each position.
Element x y z (Å)
1 C 18.80685 -5.30848 -5.49089  O2 1.419, H7 1.090, H8 1.094, H9 1.094
2 O 19.12430 -6.25472 -6.49900  C1 1.419, C3 1.417
3 C 20.14924 -5.81439 -7.37315  O2 1.417, C4 1.525, H10 1.096, H11 1.090
4 C 20.35709 -6.80763 -8.51152  C3 1.525, C5 1.543, N6 1.481, H12 1.092
5 C 21.30578 -7.96861 -8.14529  C4 1.543, H13 1.093, H14 1.093, H15 1.090
6 N 21.03704 -6.04619 -9.58472  C4 1.481, H16 1.018, H17 1.020
7 H 17.71984 -5.25718 -5.42334  C1 1.090
8 H 19.19848 -4.30735 -5.69497  C1 1.094
9 H 19.24938 -5.62119 -4.54069  C1 1.094
10 H 19.73248 -4.93802 -7.88271  C3 1.096
11 H 21.11113 -5.55781 -6.92815  C3 1.090
12 H 19.47618 -7.27420 -8.95780  C4 1.092
13 H 22.32775 -7.66688 -8.38649  C5 1.093
14 H 21.15166 -8.86312 -8.75497  C5 1.093
15 H 21.26823 -8.28475 -7.10268  C5 1.090
16 H 21.00673 -6.58116 -10.45005  N6 1.018
17 H 20.47267 -5.23836 -9.84705  N6 1.020
18 C 17.71446 -1.19564 -2.95151  O19 1.412, H24 1.092, H25 1.095, H26 1.102
19 O 16.88004 -2.30395 -2.69114  C18 1.412, C20 1.429
20 C 15.63974 -1.86992 -2.12945  O19 1.429, C21 1.520, H27 1.095, H28 1.094
21 C 14.75598 -3.09242 -1.94627  C20 1.520, C22 1.528, N23 1.485, H29 1.089
22 C 14.26886 -3.62818 -3.29188  C21 1.528, H30 1.100, H31 1.092, H32 1.091
23 N 13.56372 -2.73421 -1.13741  C21 1.485, H33 1.022, H34 1.018
24 H 17.44134 -0.56898 -3.80338  C18 1.092
25 H 18.73738 -1.57031 -3.05829  C18 1.095
26 H 17.79634 -0.63816 -2.00435  C18 1.102
27 H 15.83751 -1.42854 -1.14666  C20 1.095
28 H 15.19886 -1.11804 -2.79074  C20 1.094
29 H 15.22366 -3.91711 -1.41060  C21 1.089
30 H 15.08121 -4.09351 -3.86916  C22 1.100
31 H 13.93580 -2.82201 -3.94845  C22 1.092
32 H 13.60627 -4.48622 -3.17120  C22 1.091
33 H 13.06774 -1.92928 -1.52493  N23 1.022
34 H 12.83801 -3.42548 -1.31655  N23 1.018
35 O 10.62489 -7.50343 -9.66660  C36 1.411, H39 0.963
36 C 9.36216 -7.33574 -10.27285  O35 1.411, C37 1.535, H40 1.095, H41 1.100
37 C 8.20247 -7.16781 -9.28057  C36 1.535, O38 1.425, H42 1.097, H43 1.091
38 O 8.37386 -5.93665 -8.58331  C37 1.425, H44 0.964
39 H 11.24668 -7.07547 -10.26396  O35 0.963
40 H 9.26203 -6.43810 -10.89261  C36 1.095
41 H 9.12618 -8.20827 -10.90043  C36 1.100
42 H 8.15071 -8.01187 -8.58221  C37 1.097
43 H 7.29673 -7.12369 -9.88661  C37 1.091
44 H 9.32318 -5.78118 -8.52333  O38 0.964
45 O 14.61028 -13.81956 -6.25783  C46 1.428, H49 0.963
46 C 14.77879 -12.50036 -6.77739  O45 1.428, C47 1.529, H50 1.098, H51 1.089
47 C 13.42166 -12.05313 -7.32259  C46 1.529, O48 1.417, H52 1.101, H53 1.097
48 O 12.42862 -11.92632 -6.32010  C47 1.417, H54 0.956
49 H 15.49118 -14.20150 -6.33149  O45 0.963
50 H 14.98859 -11.71477 -6.04016  C46 1.098
51 H 15.55378 -12.45792 -7.54120  C46 1.089
52 H 13.04374 -12.89752 -7.92013  C47 1.101
53 H 13.46863 -11.18522 -7.99170  C47 1.097
54 H 11.68122 -12.44774 -6.60769  O48 0.956
55 O 13.47815 -1.78630 -9.26512  C56 1.421, H59 0.957
56 C 13.58236 -2.11003 -7.88579  O55 1.421, C57 1.511, H60 1.095, H61 1.089
57 C 12.25135 -2.38244 -7.22546  C56 1.511, O58 1.437, H62 1.088, H63 1.097
58 O 11.49774 -1.16124 -7.15527  C57 1.437, H64 0.965
59 H 14.31005 -1.78619 -9.73765  O55 0.957
60 H 14.12019 -3.06288 -7.85608  C56 1.095
61 H 14.03724 -1.29320 -7.32697  C56 1.089
62 H 12.33455 -2.73154 -6.19809  C57 1.088
63 H 11.65803 -3.10103 -7.80349  C57 1.097
64 H 11.54562 -0.76660 -8.03472  O58 0.965
65 O 17.08360 -10.05819 -8.40623  C66 1.429, H69 0.958
66 C 17.20163 -9.87497 -9.81893  O65 1.429, C67 1.530, H70 1.093, H71 1.091
67 C 16.80115 -8.44718 -10.19604  C66 1.530, O68 1.429, H72 1.089, H73 1.096
68 O 15.38798 -8.29607 -10.04730  C67 1.429, H74 0.970
69 H 17.92609 -10.30177 -8.02101  O65 0.958
70 H 18.24036 -10.08533 -10.08613  C66 1.093
71 H 16.49758 -10.57865 -10.26535  C66 1.091
72 H 17.02547 -8.16987 -11.22492  C67 1.089
73 H 17.21411 -7.69607 -9.51373  C67 1.096
74 H 15.13850 -8.41522 -9.11748  O68 0.970
75 O 14.47483 -10.50512 -3.33527  C76 1.424, H79 0.965
76 C 13.60294 -9.44592 -3.71638  O75 1.424, C77 1.502, H80 1.101, H81 1.094
77 C 12.61896 -9.03485 -2.65886  C76 1.502, O78 1.423, H82 1.095, H83 1.100
78 O 12.02849 -7.80653 -3.06888  C77 1.423, H84 0.960
79 H 14.06696 -11.09003 -2.68556  O75 0.965
80 H 14.35228 -8.63989 -3.74071  C76 1.101
81 H 13.15118 -9.61986 -4.69704  C76 1.094
82 H 13.07425 -8.97203 -1.66540  C77 1.095
83 H 11.80213 -9.76757 -2.57638  C77 1.100
84 H 11.33378 -7.54871 -2.45913  O78 0.960
85 O 17.34710 -9.85878 -3.87903  C86 1.441, H89 0.964
86 C 17.46564 -9.42465 -5.24767  O85 1.441, C87 1.510, H90 1.094, H91 1.094
87 C 18.68439 -10.13975 -5.77913  C86 1.510, O88 1.429, H92 1.092, H93 1.093
88 O 18.46134 -11.51891 -6.07892  C87 1.429, H94 0.965
89 H 16.45312 -10.17425 -3.70534  O85 0.964
90 H 16.52676 -9.67814 -5.74920  C86 1.094
91 H 17.49418 -8.33146 -5.27071  C86 1.094
92 H 19.51982 -10.07738 -5.07819  C87 1.092
93 H 19.03515 -9.75480 -6.74026  C87 1.093
94 H 18.43390 -11.98347 -5.23397  O88 0.965
95 O 7.34530 -9.67495 -5.91476  C96 1.448, H99 0.965
96 C 8.43121 -8.93888 -5.30065  O95 1.448, C97 1.502, H100 1.098, H101 1.089
97 C 9.73510 -9.37699 -5.90388  C96 1.502, O98 1.428, H102 1.099, H103 1.088
98 O 10.16698 -10.56414 -5.23749  C97 1.428, H104 0.963
99 H 7.16920 -10.46061 -5.38296  O95 0.965
100 H 8.19908 -7.95347 -5.72454  C96 1.098
101 H 8.44244 -8.83905 -4.21677  C96 1.089
102 H 10.47069 -8.60940 -5.62415  C97 1.099
103 H 9.66976 -9.46581 -6.98677  C97 1.088
104 H 11.11525 -10.72992 -5.23398  O98 0.963
105 O 15.08437 -6.34728 -5.52741  C106 1.410, H109 0.966
106 C 14.36515 -6.00980 -6.69185  O105 1.410, C107 1.512, H110 1.092, H111 1.099
107 C 13.35685 -7.05217 -7.12091  C106 1.512, O108 1.444, H112 1.096, H113 1.092
108 O 13.95371 -8.29261 -7.55811  C107 1.444, H114 0.962
109 H 15.44799 -7.23043 -5.67208  O105 0.966
110 H 13.80690 -5.09114 -6.49908  C106 1.092
111 H 15.00353 -5.78894 -7.55903  C106 1.099
112 H 12.88025 -6.57649 -7.98513  C107 1.096
113 H 12.70127 -7.41116 -6.32535  C107 1.092
114 H 13.27084 -8.82362 -7.97991  O108 0.962

=====

(2)
Computed, not measured: a 7-piece molecular cluster, C29H61N2O12S6 overall at a distorted geometry, with wB97M-V/def2-TZVPD.

Its HOMO energy is -11.30 eV. The electronic energy is -4542.75601 Ha. Its gap between HOMO and LUMO is 8.324 eV. Its charge is +1.

Bonds (Å) are listed after each position.
Element x y z (Å)
1 C 9.64162 1.37228 -1.75695  C2 1.350, H8 1.085, H9 1.088
2 C 9.12337 2.32494 -0.95362  C1 1.350, C3 1.506, H10 1.088
3 C 7.84242 3.03315 -1.30919  C2 1.506, N4 1.502, H11 1.089, H12 1.087
4 N 6.72302 2.20591 -0.74371  C3 1.502, C5 1.501, H13 1.024, H14 1.024
5 C 5.40541 2.34479 -1.45000  N4 1.501, C6 1.536, H15 1.085, H16 1.087
6 C 4.87319 1.03116 -2.04121  C5 1.536, N7 1.470, H17 1.089, H18 1.091
7 N 5.08301 -0.13736 -1.17492  C6 1.470, H19 1.010, H20 1.017
8 H 9.88309 0.38634 -1.37335  C1 1.085
9 H 9.86371 1.56734 -2.80362  C1 1.088
10 H 9.61449 2.62710 -0.03137  C2 1.088
11 H 7.71362 3.13159 -2.38585  C3 1.089
12 H 7.80823 4.02832 -0.87318  C3 1.087
13 H 6.57627 2.46381 0.23585  N4 1.024
14 H 7.04563 1.23460 -0.72225  N4 1.024
15 H 5.47033 3.10639 -2.22021  C5 1.085
16 H 4.68451 2.70773 -0.72192  C5 1.087
17 H 5.25118 0.80014 -3.03603  C6 1.089
18 H 3.79882 1.18786 -2.14912  C6 1.091
19 H 5.13421 0.17789 -0.21693  N7 1.010
20 H 6.01006 -0.50324 -1.37983  N7 1.017
21 C 1.72745 -4.10663 -2.22734  C22 1.539, C27 1.526, H28 1.088, H29 1.092
22 C 3.08274 -3.39178 -2.36777  C21 1.539, C23 1.533, H30 1.092, H31 1.089
23 C 3.42461 -2.79988 -0.99576  C22 1.533, S24 1.797, H32 1.086, H33 1.086
24 S 2.61774 -3.85176 0.21740  C23 1.797, O25 1.446, O26 1.442, C27 1.786
25 O 1.60723 -3.06672 0.89070  S24 1.446
26 O 3.61414 -4.57948 0.96396  S24 1.442
27 C 1.81528 -4.93918 -0.95097  C21 1.526, S24 1.786, H34 1.089, H35 1.090
28 H 1.50728 -4.73113 -3.09100  C21 1.088
29 H 0.92707 -3.37007 -2.13158  C21 1.092
30 H 3.84813 -4.11296 -2.66062  C22 1.092
31 H 3.05440 -2.61627 -3.13217  C22 1.089
32 H 4.49107 -2.79734 -0.79326  C23 1.086
33 H 3.02323 -1.79861 -0.86936  C23 1.086
34 H 0.84763 -5.24424 -0.55501  C27 1.089
35 H 2.45933 -5.80837 -1.08102  C27 1.090
36 C -3.01340 -4.76892 3.82901  C37 1.534, C42 1.524, H43 1.089, H44 1.092
37 C -2.02605 -3.60206 3.70339  C36 1.534, C38 1.534, H45 1.092, H46 1.089
38 C -1.00484 -3.97706 2.62150  C37 1.534, S39 1.799, H47 1.086, H48 1.088
39 S -1.85468 -5.09842 1.50004  C38 1.799, O40 1.443, O41 1.445, C42 1.787
40 O -1.22393 -6.39408 1.57311  S39 1.443
41 O -2.05387 -4.44782 0.22473  S39 1.445
42 C -3.39674 -5.14338 2.40205  C36 1.524, S39 1.787, H49 1.087, H50 1.088
43 H -3.89039 -4.49667 4.41351  C36 1.089
44 H -2.52923 -5.61761 4.31759  C36 1.092
45 H -2.56823 -2.70324 3.40224  C37 1.092
46 H -1.53218 -3.38541 4.64971  C37 1.089
47 H -0.65707 -3.11682 2.05761  C38 1.086
48 H -0.15295 -4.51537 3.03250  C38 1.088
49 H -3.83968 -6.13289 2.31750  C42 1.087
50 H -4.05380 -4.39523 1.96439  C42 1.088
51 C 3.63607 6.79536 0.59610  C52 1.535, C57 1.525, H58 1.088, H59 1.093
52 C 4.69709 7.89941 0.70373  C51 1.535, C53 1.534, H60 1.091, H61 1.088
53 C 5.78427 7.59376 -0.33483  C52 1.534, S54 1.799, H62 1.087, H63 1.089
54 S 4.96546 6.69726 -1.66281  C53 1.799, O55 1.453, O56 1.435, C57 1.789
55 O 5.50360 5.34873 -1.72158  S54 1.453
56 O 4.91940 7.50124 -2.85038  S54 1.435
57 C 3.35117 6.63472 -0.89383  C51 1.525, S54 1.789, H64 1.088, H65 1.089
58 H 2.73176 7.04612 1.14701  C51 1.088
59 H 4.02894 5.86077 1.00406  C51 1.093
60 H 4.24131 8.86616 0.48545  C52 1.091
61 H 5.12042 7.95672 1.70474  C52 1.088
62 H 6.23106 8.49133 -0.75436  C53 1.087
63 H 6.56249 6.94906 0.06960  C53 1.089
64 H 2.86575 5.69664 -1.15299  C57 1.088
65 H 2.77650 7.47343 -1.28510  C57 1.089
66 C -7.78830 -1.07745 -0.27362  C67 1.535, C72 1.523, H73 1.089, H74 1.093
67 C -7.01917 -2.25559 -0.88779  C66 1.535, C68 1.534, H75 1.092, H76 1.089
68 C -5.81990 -2.54977 0.02243  C67 1.534, S69 1.803, H77 1.087, H78 1.088
69 S -6.31653 -2.02777 1.67523  C68 1.803, O70 1.443, O71 1.444, C72 1.788
70 O -5.47752 -0.92679 2.08263  S69 1.443
71 O -6.46534 -3.19033 2.51889  S69 1.444
72 C -7.92337 -1.39643 1.20967  C66 1.523, S69 1.788, H79 1.087, H80 1.090
73 H -8.76926 -0.93967 -0.72661  C66 1.089
74 H -7.21912 -0.15399 -0.40571  C66 1.093
75 H -7.66974 -3.13150 -0.93170  C67 1.092
76 H -6.69211 -2.03952 -1.90427  C67 1.089
77 H -5.56721 -3.60686 0.05188  C68 1.087
78 H -4.94329 -1.96790 -0.25532  C68 1.088
79 H -8.15877 -0.53195 1.82557  C72 1.087
80 H -8.64981 -2.19042 1.38078  C72 1.090
81 C 4.13707 -1.55871 3.54230  C82 1.535, C87 1.523, H88 1.088, H89 1.092
82 C 3.55788 -0.49279 4.48276  C81 1.535, C83 1.536, H90 1.091, H91 1.088
83 C 4.34712 0.80518 4.25288  C82 1.536, S84 1.794, H92 1.087, H93 1.088
84 S 4.91335 0.74007 2.55149  C83 1.794, O85 1.449, O86 1.453, C87 1.791
85 O 6.36064 0.68011 2.51820  S84 1.449
86 O 4.24048 1.73919 1.73967  S84 1.453
87 C 4.26050 -0.88581 2.18165  C81 1.523, S84 1.791, H94 1.089, H95 1.091
88 H 3.50567 -2.44294 3.48338  C81 1.088
89 H 5.12242 -1.87001 3.89513  C81 1.092
90 H 2.50507 -0.32991 4.24677  C82 1.091
91 H 3.61639 -0.80087 5.52458  C82 1.088
92 H 3.73729 1.69634 4.38001  C83 1.087
93 H 5.22915 0.86572 4.88763  C83 1.088
94 H 4.93428 -1.40316 1.50103  C87 1.089
95 H 3.28274 -0.75214 1.71590  C87 1.091
96 C -12.03329 1.81701 -3.79339  C97 1.535, C102 1.525, H103 1.089, H104 1.092
97 C -11.29316 0.62339 -4.41369  C96 1.535, C98 1.534, H105 1.091, H106 1.089
98 C -10.10324 0.29804 -3.50145  C97 1.534, S99 1.801, H107 1.087, H108 1.088
99 S -10.58627 0.82211 -1.84764  C98 1.801, O100 1.440, O101 1.443, C102 1.789
100 O -9.72475 1.89905 -1.43257  S99 1.440
101 O -10.79029 -0.33204 -1.00640  S99 1.443
102 C -12.17872 1.49398 -2.31001  C96 1.525, S99 1.789, H109 1.087, H110 1.089
103 H -13.00305 1.97930 -4.26042  C96 1.089
104 H -11.44233 2.72651 -3.91946  C96 1.092
105 H -11.96444 -0.23557 -4.46510  C97 1.091
106 H -10.95878 0.83815 -5.42719  C97 1.089
107 H -9.87417 -0.76464 -3.47582  C98 1.087
108 H -9.21444 0.86323 -3.77524  C98 1.088
109 H -12.39304 2.35937 -1.68758  C102 1.087
110 H -12.92236 0.71574 -2.14201  C102 1.089

=====

(3)
Computed, not measured: a 2-piece molecular cluster, C2H3NS3 overall at a distorted geometry, with wB97M-V/def2-TZVPD.

Its HOMO energy (alpha / beta) is -7.47 / -8.76 eV. The electronic energy is -1327.24065 Ha. Its gap between HOMO and LUMO (alpha / beta) is 5.859 / 7.709 eV.

Bonds (Å) are listed after each position.
Element x y z (Å)
1 C -0.76052 -0.06532 -1.02961  C2 1.363, N3 1.330, H7 1.076
2 C -1.22004 -0.83662 -0.00370  C1 1.363, S4 1.728, H8 1.072
3 N -0.17046 1.09372 -0.75069  C1 1.330, S6 1.578
4 S -0.98269 -0.18605 1.57981  C2 1.728, S6 2.091
5 S 2.67251 0.38967 1.44215  H9 1.331
6 S 0.02667 1.45823 0.77239  N3 1.578, S4 2.091
7 H -0.85783 -0.34181 -2.06530  C1 1.076
8 H -1.70298 -1.78832 -0.10131  C2 1.072
9 H 2.99534 0.27649 0.15625  S5 1.331

=====

ΔE to the lowest compared entry with this formula, charge and spin values (in kJ/mol) by entry order: 277.86; 0.00; 199.52.